The following is a DFT calculation (the ωB97M-V functional and the def2-TZVPD basis) of C4H7NO4 in the gas phase.

Each line ends with the Löwdin charge.
Atoms and positions in Å:
N (0.97, -0.28, 2.21)  0.053
C (0.18, -0.22, 1.00)  -0.303
C (0.45, 1.03, 0.12)  -0.029
C (-0.73, 1.40, -0.73)  -0.507
O (-1.60, 0.64, -1.06)  0.098
O (-0.72, 2.68, -1.09)  0.136
C (0.49, -1.48, 0.17)  -0.506
O (1.48, -2.12, 0.34)  0.118
O (-0.40, -1.77, -0.77)  0.130
H (1.15, 0.64, 2.61)  0.075
H (1.85, -0.75, 2.03)  0.077
H (-0.88, -0.22, 1.28)  0.152
H (1.31, 0.86, -0.53)  0.150
H (0.70, 1.89, 0.75)  0.128
H (-1.49, 2.89, -1.65)  0.142
H (-1.09, -1.08, -0.87)  0.087

Computed properties:
Total charge: 0
Maximum force, hartree/bohr: 0.013
Structure (SMILES): N[C@@H](CC(=O)O)C(=O)O
E, eV: -13942.593
Energy relative to the best compared isomer or geometry (same formula, charge and spin), kcal per mole: 1.0
Frontier orbital gap, eV: 10.08